Entry 1:
Below is one molecule with the formula C5H13N2O at a distorted geometry, with properties calculated with the ωB97M-V functional and the def2-TZVPD basis.

Properties
M, g/mol: 117.17
2S+1: 2
Frontier orbital gap (spin up / spin down), eV: 9.957 / 7.167
Energy above the lowest of the compared OMol25 structures with the same formula, charge and spin, kcal/mol: 93.2
HOMO level (spin up / spin down), eV: -8.98 / -8.98
Electronic energy, hartree: -382.863377

Element x y z (Å)
1 N -3.5938 -0.0351 -0.1324
2 C -2.3414 -0.7182 0.2634
3 C -1.1152 0.0928 -0.3170
4 N 0.0956 -0.0033 0.3335
5 C 0.5825 -1.3727 0.3151
6 C 1.0284 0.9072 -0.3592
7 C 2.5757 1.1046 0.1397
8 O 3.3360 -0.0492 -0.2501
9 H -3.6458 0.9754 0.0654
10 H -4.4331 -0.4765 0.2331
11 H -2.1757 -0.7150 1.3484
12 H -2.3996 -1.7507 -0.0202
13 H -1.0180 -0.0229 -1.3969
14 H -1.4956 1.1253 -0.1282
15 H -0.1550 -1.9813 0.9700
16 H 0.6250 -1.6331 -0.7107
17 H 1.6577 -1.0626 0.7984
18 H 0.3504 1.8074 -0.2576
19 H 1.1201 0.7826 -1.4634
20 H 2.6987 2.0585 -0.4447
21 H 2.2904 1.4727 1.3473

Per-atom Löwdin charges, elementary charge units: -0.028 -0.248 -0.282 -0.291 -0.062 -0.208 -0.256 -0.029 0.069 0.059 0.103 0.093 0.122 0.117 0.112 0.069 0.129 0.125 0.119 0.108 0.179

---

Entry 2:
Below is a 2-piece molecular cluster, C5H13N2O overall at a distorted geometry, with properties calculated with the ωB97M-V functional and the def2-TZVPD basis.

Properties
Charge: +1
M, g/mol: 117.17
Frontier orbital gap, eV: 4.133
Energy above the lowest of the compared OMol25 structures with the same formula, charge and spin, kcal/mol: 197.9
HOMO level, eV: -13.02
Electronic energy, hartree: -382.546238

Element x y z (Å)
1 C 0.5482 2.2800 -1.1579
2 N 1.4736 1.2882 -0.6301
3 C 0.1584 -3.1259 0.7680
4 C -0.0306 -2.4816 1.9949
5 C -0.2660 -0.9839 2.0720
6 O -0.1967 -0.3386 0.8799
7 C -0.4688 1.5592 -2.0355
8 N -1.3413 0.9451 -1.1143
9 H -0.0240 2.7605 -0.3377
10 H 1.0907 3.0382 -1.7095
11 H 1.1225 0.4763 -0.0724
12 H 0.3311 -2.4878 -0.1274
13 H 0.2663 -4.1992 0.6933
14 H -0.0214 -2.9860 2.9784
15 H 0.4028 -0.5790 2.9016
16 H -1.2300 -0.8729 2.4670
17 H 0.0958 0.8438 -2.6560
18 H -1.0459 2.2141 -2.7339
19 H -2.3357 0.7736 -1.3659
20 H 2.3646 1.5942 -0.4037
21 H -0.8938 0.2817 -0.4107

Per-atom Löwdin charges, elementary charge units: -0.211 0.151 0.098 -0.071 -0.276 -0.118 -0.240 0.142 0.141 0.136 0.077 0.077 0.069 0.118 0.203 0.126 0.142 0.153 0.145 0.080 0.058

---

Entry 3:
Below is an isolated ion of composition C5H13N2O and charge +1 at a distorted geometry, with properties calculated with the ωB97M-V functional and the def2-TZVPD basis.

Properties
Charge: +1
M, g/mol: 117.17
Frontier orbital gap, eV: 9.829
Energy above the lowest of the compared OMol25 structures with the same formula, charge and spin, kcal/mol: 39.5
Structure (SMILES): C[C@H](C=O)NCC[NH3+]
HOMO level, eV: -13.28
Electronic energy, hartree: -382.798772

Element x y z (Å)
1 C 0.3913 -1.9236 -1.1585
2 C -0.0224 -0.4747 -1.0525
3 C 0.0986 0.1910 -2.4213
4 O 0.5594 1.2902 -2.5745
5 N 0.7716 0.2436 -0.0507
6 C 0.1545 1.4855 0.4735
7 C -0.8439 1.0929 1.5288
8 N -0.2889 -0.1050 2.2640
9 H 0.4972 -2.4371 -0.1948
10 H -0.2804 -2.5540 -1.7294
11 H 1.4161 -2.0067 -1.5120
12 H -1.0765 -0.3498 -0.7962
13 H -0.2872 -0.3705 -3.2914
14 H 1.6761 0.4821 -0.4390
15 H 0.9924 2.0326 0.8947
16 H -0.3065 2.0791 -0.3159
17 H -1.2574 1.8251 2.2094
18 H -1.7364 0.7107 1.0357
19 H 0.5890 -0.3209 1.7271
20 H -0.8754 -0.9288 2.1390
21 H -0.1715 0.0382 3.2641

Per-atom Löwdin charges, elementary charge units: -0.045 -0.362 -0.196 0.085 -0.059 -0.171 -0.118 0.179 0.079 0.091 0.094 0.144 0.141 0.136 0.136 0.130 0.136 0.120 0.145 0.165 0.169

---

Entry 4:
Below is a 2-piece molecular cluster, C5H13N2O overall at a distorted geometry, with properties calculated with the ωB97M-V functional and the def2-TZVPD basis.

Properties
Charge: +1
M, g/mol: 117.17
Frontier orbital gap, eV: 4.286
Energy above the lowest of the compared OMol25 structures with the same formula, charge and spin, kcal/mol: 194.2
HOMO level, eV: -11.92
Electronic energy, hartree: -382.552218

Element x y z (Å)
1 C 3.4333 -0.4638 -0.1529
2 O 3.4110 0.9105 -0.6678
3 C 2.2156 -0.8035 0.5382
4 C 0.9170 -0.7424 -0.1224
5 C -0.0471 0.4503 0.2105
6 C -2.0189 1.2039 0.3266
7 N -1.4598 0.0769 0.0019
8 N -4.2619 -0.2859 -0.2476
9 H 4.3499 -0.5491 0.4365
10 H 3.6634 -0.9811 -1.0946
11 H 2.7528 1.3495 -0.1119
12 H 2.2487 -1.3810 1.4599
13 H 1.2161 -0.7045 -1.1727
14 H 0.4182 -1.6663 0.1957
15 H 0.1579 0.6675 1.2674
16 H 0.2980 1.3188 -0.3700
17 H -2.2013 2.0307 -0.3870
18 H -2.4493 1.4142 1.3208
19 H -3.3131 -0.6476 -0.2856
20 H -4.4920 -0.1428 -1.2254
21 H -4.8384 -1.0542 0.0806

Per-atom Löwdin charges, elementary charge units: -0.167 0.003 0.170 -0.100 -0.235 -0.007 -0.079 0.041 0.147 0.181 0.088 0.160 0.147 0.162 0.119 0.124 0.112 0.106 -0.032 0.029 0.032